Model one:
The following is a DFT calculation (ωB97M-V/def2-TZVPD) of C7H14N2O3 as an isolated structure.

```
26
Properties=species:S:1:pos:R:3:nbo_charge:R:1
C -0.999 -0.331 -0.286 -0.13
C 0.417 0.158 -0.681 0.66
C -1.683 0.773 0.812 -0.24
C -3.142 0.107 1.040 -0.66
C -0.656 1.250 2.023 -0.65
C 2.950 -0.413 -0.816 -0.34
C 2.931 -0.073 -2.397 0.76
H -0.007 -2.286 -0.267 0.38
H -0.963 -1.766 1.473 0.36
H -1.670 -0.498 -1.209 0.24
H -1.884 1.552 0.076 0.23
H -4.289 0.939 1.219 0.24
H -2.959 -0.597 2.090 0.21
H -3.541 -0.847 0.055 0.25
H 0.244 1.761 1.481 0.23
H -1.292 2.095 2.517 0.24
H -0.124 0.485 2.672 0.22
H 1.204 -1.413 0.563 0.43
H 3.661 0.339 0.017 0.25
H 3.413 -1.672 -0.644 0.25
H 1.709 1.477 -2.237 0.53
N -1.009 -1.724 0.249 -0.87
N 1.474 -0.710 -0.503 -0.69
O 0.275 1.221 -1.272 -0.64
O 3.828 -0.650 -3.037 -0.58
O 2.112 0.822 -2.938 -0.67
```

LUMO level (hartree): -0.0018
Kohn-Sham gap (eV): 9.4
Charge: 0

=====

Model two:
The following is a DFT calculation (ωB97M-V/def2-TZVPD) of one molecule with the formula C7H14N2O3.

```
26
Properties=species:S:1:pos:R:3:nbo_charge:R:1
C -1.493 -2.168 0.017 -0.60
C -1.620 -0.656 0.293 -0.22
C -2.791 -0.016 -0.644 -0.62
C -0.380 0.173 0.082 -0.15
N 0.707 -0.272 1.016 -0.62
C 2.077 -0.061 0.759 0.69
O 2.842 -0.475 1.615 -0.60
C 2.450 0.552 -0.594 -0.32
N 3.605 -0.126 -1.047 -0.80
C -0.565 1.680 0.214 0.79
O -0.289 2.575 -0.503 -0.58
O -0.885 1.918 1.490 -0.71
H -0.955 -2.361 -0.933 0.21
H -0.824 -2.716 0.841 0.21
H -2.414 -2.668 -0.009 0.22
H -1.916 -0.552 1.277 0.20
H -2.227 -0.086 -1.543 0.21
H -3.882 -0.413 -0.459 0.23
H -2.881 1.043 -0.559 0.21
H -0.027 0.100 -0.958 0.21
H 0.321 -0.764 1.822 0.42
H 1.524 0.405 -0.999 0.19
H 2.537 1.628 -0.614 0.20
H 4.209 0.123 -0.338 0.37
H 3.831 0.236 -1.949 0.36
H -0.955 2.902 1.723 0.50
```

LUMO level (hartree): 0.0210
Kohn-Sham gap (eV): 10.1
Charge: 0
Structure (SMILES): CC(C)[C@H](NC(=O)CN)C(=O)O

=====

model two comes first in stability; the runner-up is 172.1 kcal/mol higher.

=====

Model one:
The following is a DFT calculation (ωB97M-V/def2-TZVPD) of one molecule with the formula C7H14N2O3.

```
26
Properties=species:S:1:pos:R:3:nbo_charge:R:1
C 2.313 1.363 -0.056 -0.65
C 1.629 0.052 0.283 -0.25
C 1.131 0.062 1.740 -0.62
C 0.396 -0.302 -0.604 -0.12
N 0.817 -0.582 -2.171 -0.84
C -0.632 0.898 -0.461 0.67
O -0.367 2.001 -0.956 -0.61
N -1.801 0.757 0.217 -0.64
C -2.095 -0.504 0.876 -0.38
C -2.424 -1.677 -0.131 0.77
O -2.686 -2.783 0.301 -0.57
O -2.265 -1.412 -1.398 -0.67
H 3.001 1.797 0.749 0.22
H 2.722 1.155 -1.085 0.21
H 1.528 2.238 -0.178 0.25
H 2.406 -0.713 0.339 0.22
H 2.068 0.219 2.377 0.22
H 0.757 -0.985 1.968 0.20
H 0.334 0.830 2.053 0.21
H -0.113 -1.260 -0.291 0.21
H 1.829 -0.805 -2.362 0.37
H 0.704 0.353 -2.535 0.36
H -2.546 1.325 -0.122 0.41
H -2.936 -0.605 1.683 0.26
H -1.287 -0.938 1.469 0.26
H -2.482 -0.481 -1.704 0.51
```

LUMO level (hartree): 0.0131
Kohn-Sham gap (eV): 10.2
Charge: 0
Structure (SMILES): CC(C)[C@H](N)C(=O)NCC(=O)O

=====

Model two:
The following is a DFT calculation (ωB97M-V/def2-TZVPD) of one molecule with the formula C7H14N2O3.

```
26
Properties=species:S:1:pos:R:3:nbo_charge:R:1
C -2.324 1.909 -0.150 -0.63
C -0.947 1.302 -0.201 -0.26
C 0.009 2.158 0.527 -0.62
C -0.974 -0.055 0.574 -0.14
N 0.320 -0.718 0.767 -0.69
C 1.737 -0.632 0.448 0.71
O 2.583 -0.944 1.280 -0.59
C 2.121 -0.155 -1.052 -0.28
N 3.099 0.705 -0.877 -0.88
C -1.855 -1.100 -0.149 0.79
O -3.017 -1.295 -0.021 -0.54
O -1.051 -1.902 -0.856 -0.71
H -3.170 1.246 -0.535 0.24
H -2.689 2.374 0.809 0.23
H -2.316 2.769 -0.982 0.21
H -0.542 1.205 -1.290 0.21
H 1.080 1.728 0.446 0.22
H -0.101 2.015 1.661 0.21
H 0.076 3.311 0.223 0.23
H -1.396 0.120 1.571 0.23
H 0.159 -1.489 1.436 0.40
H 1.219 0.335 -1.370 0.17
H 2.237 -1.126 -1.390 0.17
H 3.443 1.132 -1.768 0.39
H 3.554 0.632 0.015 0.41
H -0.215 -1.591 -1.260 0.51
```

LUMO level (hartree): 0.0202
Kohn-Sham gap (eV): 9.8
Charge: 0
Structure (SMILES): CC(C)[C@H](NC(=O)CN)C(=O)O

=====

model one comes first in stability; the runner-up is 19.9 kcal/mol higher.

=====

Model one:
The following is a DFT calculation (ωB97M-V/def2-TZVPD) of a 2-piece molecular cluster, C14H20NO overall.

```
36
Properties=species:S:1:pos:R:3:nbo_charge:R:1
C 2.730 1.026 -0.288 -0.49
C 3.874 0.178 -0.884 -0.48
C 3.728 -1.154 -0.224 0.09
C 2.715 -1.134 0.680 -0.31
C 2.090 0.140 0.749 0.31
C 1.099 0.569 1.687 -0.11
C 0.416 -0.337 2.527 -0.11
C -0.478 0.106 3.475 -0.22
C -0.726 1.458 3.631 -0.09
C -0.085 2.370 2.813 -0.22
C 0.797 1.939 1.850 -0.11
H 3.093 1.956 0.164 0.27
H 1.992 1.298 -1.052 0.27
H 3.807 0.082 -1.975 0.27
H 4.857 0.613 -0.666 0.27
H 4.376 -1.998 -0.403 0.25
H 2.456 -1.969 1.304 0.25
H 0.585 -1.393 2.414 0.22
H -0.995 -0.596 4.108 0.24
H -1.410 1.803 4.389 0.24
H -0.274 3.422 2.943 0.24
H 1.301 2.664 1.237 0.22
C -3.854 -2.088 -1.943 -0.62
C -3.000 -0.938 -2.475 0.10
O -3.795 0.222 -2.713 -0.73
C -1.845 -0.594 -1.523 -0.24
N -1.034 0.490 -2.039 -0.84
H -3.281 -3.010 -1.825 0.21
H -4.269 -1.825 -0.971 0.21
H -4.691 -2.289 -2.611 0.23
H -2.578 -1.227 -3.453 0.15
H -3.206 1.008 -2.806 0.48
H -2.282 -0.285 -0.567 0.19
H -1.233 -1.484 -1.318 0.16
H -0.340 0.772 -1.357 0.34
H -0.542 0.203 -2.877 0.36
```

LUMO level (hartree): -0.2185
Kohn-Sham gap (eV): 6.0
Charge: +1

=====

Model two:
The following is a DFT calculation (ωB97M-V/def2-TZVPD) of an isolated ion of composition C14H20NO and charge +1.

```
36
Properties=species:S:1:pos:R:3:nbo_charge:R:1
C -3.794 -2.552 0.620 -0.32
C -2.959 -1.533 0.919 -0.28
C -2.798 -0.172 0.101 -0.23
N -1.579 -0.061 -0.104 -0.43
C -1.362 1.439 -0.782 -0.21
C -1.720 2.449 0.307 -0.31
C -2.516 3.344 0.244 -0.32
C -0.984 -1.020 -0.931 -0.28
C 0.614 -1.216 -0.667 -0.06
O 1.149 -0.057 -0.269 -0.52
C 2.494 -0.129 -0.202 0.26
C 3.021 1.220 0.164 -0.26
C 4.482 1.329 0.346 -0.14
C 5.181 0.116 0.629 -0.19
C 4.639 -1.002 0.097 -0.22
C 3.371 -1.256 0.047 -0.25
H -3.989 -3.494 1.152 0.24
H -4.340 -2.350 -0.362 0.19
H -2.623 -1.665 1.854 0.21
H -3.302 0.553 0.665 0.26
H -3.463 -0.511 -0.976 0.22
H -1.104 -0.150 0.903 0.46
H -0.270 1.608 -0.912 0.27
H -1.987 1.540 -1.664 0.24
H -1.066 2.157 1.200 0.21
H -2.793 4.315 1.045 0.26
H -3.230 3.604 -0.755 0.22
H -1.479 -2.060 -0.984 0.27
H -0.940 -0.640 -1.990 0.23
H 0.970 -1.945 -1.506 0.24
H 0.512 -1.875 0.345 0.15
H 2.550 2.122 -0.176 0.21
H 4.983 2.147 0.450 0.20
H 6.218 0.100 0.786 0.22
H 5.259 -1.911 0.435 0.22
H 2.853 -2.442 -0.029 0.23
```

LUMO level (hartree): -0.1024
Kohn-Sham gap (eV): 8.6
Charge: +1
Structure (SMILES): C=CC[NH+](CC=C)CCOc1ccccc1

=====

model one comes first in stability; the runner-up is 224.4 kcal/mol higher.

=====

Model one:
The following is a DFT calculation (ωB97M-V/def2-TZVPD) of an isolated ion of composition C3H8N3O and charge +1.

```
15
Properties=species:S:1:pos:R:3:nbo_charge:R:1
N -1.557 0.078 -1.827 -0.80
C -1.228 -0.403 -0.577 0.67
N -2.186 -0.385 0.372 -0.76
N -0.057 -0.888 -0.290 -0.43
C 1.123 -0.772 0.054 0.28
C 1.963 0.306 0.589 -0.17
O 1.221 1.433 0.998 -0.68
H -0.982 -0.302 -2.654 0.43
H -2.506 0.225 -2.256 0.44
H -3.114 -0.075 0.214 0.42
H -1.972 -0.545 1.425 0.44
H 1.656 -1.670 -0.058 0.20
H 2.523 -0.122 1.501 0.25
H 2.757 0.527 -0.193 0.24
H 1.187 2.003 0.309 0.47
```

LUMO level (hartree): -0.1320
Kohn-Sham gap (eV): 10.9
Charge: +1
Structure (SMILES): NC(=[NH2+])/N=C\CO

=====

Model two:
The following is a DFT calculation (ωB97M-V/def2-TZVPD) of an isolated ion of composition C3H8N3O and charge +1.

```
15
Properties=species:S:1:pos:R:3:nbo_charge:R:1
N -1.365 1.275 1.987 -0.76
C -0.378 0.713 1.271 0.36
N -0.340 0.306 0.076 -0.62
C 0.716 -0.288 -0.590 0.00
N -0.071 -0.634 -1.861 -0.73
C 1.096 -1.640 0.007 0.43
O 0.801 -2.652 -0.580 -0.47
H -1.246 1.429 2.970 0.41
H -2.308 1.565 1.787 0.42
H 0.415 0.383 1.926 0.15
H 1.660 0.322 -0.618 0.24
H 0.199 -0.107 -2.767 0.46
H -1.038 -0.463 -1.484 0.48
H 0.085 -1.695 -1.894 0.46
H 1.530 -1.450 0.952 0.16
```

LUMO level (hartree): -0.1358
Kohn-Sham gap (eV): 10.0
Charge: +1
Structure (SMILES): N/C=N/[C@H]([NH3+])C=O

=====

Model three:
The following is a DFT calculation (ωB97M-V/def2-TZVPD) of a 2-piece molecular cluster, C3H8N3O overall.

```
15
Properties=species:S:1:pos:R:3:nbo_charge:R:1
C 1.469 -0.731 0.038 0.34
C 0.033 0.799 0.761 0.53
C -0.720 -1.226 -0.735 -0.43
N 0.189 -0.455 0.014 -0.34
N 2.171 0.149 0.743 -0.23
N -0.532 1.873 0.198 -0.85
O 1.244 1.079 1.291 -0.31
H 1.880 -1.526 -0.569 0.26
H -1.017 0.336 1.969 -0.01
H -0.865 -0.615 -1.713 0.23
H -0.397 -2.224 -0.929 0.25
H -1.702 -1.107 -0.298 0.25
H 3.109 0.108 0.985 0.45
H -1.480 1.924 -0.107 0.43
H -0.042 2.601 0.641 0.42
```

LUMO level (hartree): -0.1452
Kohn-Sham gap (eV): 9.1
Charge: +1

=====

model one comes first in stability; the runner-up is 12.4 kcal/mol higher.

=====

Model one:
The following is a DFT calculation (ωB97M-V/def2-TZVPD) of one molecule with the formula C20H21NO5.

```
47
Properties=species:S:1:pos:R:3:nbo_charge:R:1
C 0.417 -2.084 -2.842 -0.26
O 0.432 -3.134 -1.930 -0.52
C 0.321 -2.682 -0.591 0.39
C -0.454 -3.620 0.142 -0.37
C -0.622 -3.490 1.542 0.53
O -1.171 -4.329 2.190 -0.54
C -0.097 -2.184 2.240 -0.51
C 1.228 -1.808 1.731 -0.22
C 1.711 -0.516 2.453 -0.16
C 1.345 0.828 2.372 -0.21
C 0.128 1.389 1.691 -0.10
C -1.106 1.654 2.437 -0.19
C -2.294 2.161 1.776 -0.23
C -2.287 2.286 0.422 0.20
C -1.256 1.990 -0.252 0.20
C -0.006 1.570 0.270 0.03
C 1.130 1.654 -0.762 -0.26
N 2.364 1.067 -0.180 -0.68
C 3.037 -0.142 -0.562 -0.11
C 2.476 -1.345 -0.430 0.30
O 3.131 -2.439 -0.763 -0.66
C 1.111 -1.582 0.146 -0.37
O -1.517 2.203 -1.599 -0.49
C -2.843 2.493 -1.694 0.38
C -2.876 3.667 -2.636 -0.65
O -3.360 2.726 -0.345 -0.48
H -0.165 -2.418 -3.670 0.20
H 1.456 -1.933 -3.189 0.19
H 0.057 -1.105 -2.387 0.18
H -1.016 -4.341 -0.401 0.24
H -0.943 -1.399 2.273 0.24
H 0.048 -2.479 3.303 0.23
H 1.901 -2.739 1.975 0.23
H 2.434 -0.751 3.273 0.21
H 1.916 1.527 3.026 0.22
H -1.141 1.655 3.502 0.22
H -3.201 2.502 2.347 0.23
H 0.734 1.244 -1.713 0.23
H 1.280 2.733 -1.125 0.21
H 2.903 1.586 0.523 0.39
H 4.018 -0.011 -1.018 0.20
H 2.463 -3.137 -0.915 0.49
H 0.505 -0.806 0.008 0.24
H -3.405 1.639 -2.107 0.14
H -2.876 4.521 -1.943 0.23
H -2.133 3.774 -3.424 0.24
H -3.779 3.605 -3.167 0.21
```

LUMO level (hartree): 0.0093
Kohn-Sham gap (eV): 8.2
Charge: 0
Structure (SMILES): COC1=CC(=O)C[C@@H]2/C=C\c3ccc4c(c3CN/C=C(/O)[C@@H]12)O[C@H](C)O4

=====

Model two:
The following is a DFT calculation (ωB97M-V/def2-TZVPD) of one molecule with the formula C20H21NO5.

```
47
Properties=species:S:1:pos:R:3:nbo_charge:R:1
C -4.378 -4.165 0.117 -0.64
C -3.541 -2.921 0.104 0.03
C -2.157 -3.042 0.282 -0.23
C -1.335 -1.945 0.281 -0.15
C -1.882 -0.670 0.098 -0.22
C -3.269 -0.535 -0.081 0.30
N -3.776 0.720 -0.258 -0.60
C -3.072 1.917 -0.283 0.65
O -3.680 2.947 -0.451 -0.56
C -1.624 1.771 -0.094 -0.33
C -0.767 2.973 -0.101 0.50
O -1.153 4.110 -0.253 -0.51
C 0.652 2.642 0.103 -0.28
C 1.067 1.375 0.270 0.21
C 2.509 1.031 0.480 0.75
O 3.386 1.856 0.502 -0.57
O 2.676 -0.276 0.647 -0.49
C 4.016 -0.734 0.844 -0.07
C 4.744 -0.886 -0.489 -0.42
C 6.094 -1.598 -0.360 -0.21
C 6.673 -1.843 -1.752 -0.60
C 7.078 -0.788 0.481 -0.61
O 0.239 0.312 0.265 -0.43
C -1.080 0.523 0.086 0.49
C -4.107 -1.666 -0.078 -0.07
C -5.584 -1.466 -0.273 -0.65
H -4.908 -4.286 -0.826 0.22
H -3.752 -5.040 0.270 0.22
H -5.113 -4.129 0.920 0.22
H -1.733 -4.025 0.423 0.21
H -0.271 -2.044 0.419 0.23
H -4.774 0.828 -0.388 0.42
H 1.370 3.447 0.117 0.26
H 3.915 -1.698 1.348 0.19
H 4.537 -0.023 1.491 0.20
H 4.099 -1.457 -1.163 0.21
H 4.894 0.105 -0.923 0.22
H 5.931 -2.567 0.126 0.19
H 6.847 -0.897 -2.260 0.20
H 5.992 -2.437 -2.356 0.21
H 7.620 -2.373 -1.682 0.21
H 6.745 -0.709 1.513 0.20
H 7.187 0.215 0.075 0.21
H 8.055 -1.267 0.478 0.21
H -5.781 -0.994 -1.236 0.22
H -5.990 -0.829 0.513 0.22
H -6.118 -2.409 -0.248 0.23
```

LUMO level (hartree): -0.0074
Kohn-Sham gap (eV): 8.4
Charge: 0
Structure (SMILES): Cc1ccc2c([nH]c(=O)c3c(=O)cc(C(=O)OCCC(C)C)oc32)c1C

=====

model two comes first in stability; the runner-up is 166.2 kcal/mol higher.